No. 1
2 unconnected molecules or ions with the total composition C2H2N2O2S at a distorted geometry, computed with ωB97M-V with the def2-TZVPD basis set.

Total charge = 0
Maximum force = 0.1190 hartree/bohr
ΔE to the lowest compared entry with this formula, charge and spin = 122.72 kcal/mol
Gap between HOMO and LUMO (spin up / spin down) = 8.8 / 6.9 eV

```
9
C2H2N2O2S | the OMol25 dataset | ωB97M-V with the def2-TZVPD basis set
C 0.28 -1.41 -0.19
C 1.04 -0.23 -0.47
N -0.46 -2.23 0.00
N -1.18 0.87 -0.33
O -2.17 0.58 -0.95
O -1.06 1.29 0.78
S 1.62 0.68 0.86
H 1.19 0.19 -1.47
H 0.74 0.27 1.76
```

Here are the Mulliken charges for atoms 1 to 5, given in e:
1 C 0.337
2 C -0.334
3 N -0.321
4 N 0.691
5 O -0.418

No. 2
A gas-phase ion, C2H4NS (charge +1) at a distorted geometry, computed with ωB97M-V with the def2-TZVPD basis set.

Total charge = +1
SMILES = [NH2+]=CC=S
Maximum force = 0.0891 hartree/bohr
ΔE to the lowest compared entry with this formula, charge and spin = 0.00 kcal/mol
Gap between HOMO and LUMO = 7.0 eV

```
8
C2H4NS | the OMol25 dataset | ωB97M-V with the def2-TZVPD basis set
N -1.22 0.05 0.01
C 0.02 0.51 0.01
C 1.11 -0.39 0.01
S 2.72 0.05 0.03
H -1.49 -0.93 -0.08
H -1.99 0.70 -0.14
H 0.08 1.51 0.11
H 0.77 -1.50 0.05
```

Here are the Mulliken charges for atoms 1 to 5, given in e:
1 N -0.261
2 C 0.448
3 C -0.494
4 S 0.058
5 H 0.265

No. 3
2 unconnected molecules or ions with the total composition CH6N4O at a distorted geometry, computed with ωB97M-V with the def2-TZVPD basis set.

Total charge = 0
SMILES = N=C=N.NNO
Maximum force = 0.0503 hartree/bohr
ΔE to the lowest compared entry with this formula, charge and spin = 103.51 kcal/mol
Gap between HOMO and LUMO = 10.1 eV

```
12
CH6N4O | the OMol25 dataset | ωB97M-V with the def2-TZVPD basis set
N 1.58 2.21 0.36
C 1.19 1.20 0.96
N 1.22 0.18 1.63
H 1.73 3.07 0.85
H 0.46 -0.48 1.62
N -1.05 -0.86 0.27
N -0.34 -0.64 -0.90
O -1.15 -1.02 -2.04
H -1.29 -1.83 0.46
H -1.87 -0.29 0.46
H 0.19 0.23 -1.22
H -0.68 -1.76 -2.45
```

Here are the Mulliken charges for atoms 1 to 5, given in e:
1 N -0.572
2 C 0.480
3 N -0.501
4 H 0.258
5 H 0.420

No. 4
2 unconnected molecules or ions with the total composition C2H8NS at a distorted geometry, computed with ωB97M-V with the def2-TZVPD basis set.

Total charge = -2
Maximum force = 0.0728 hartree/bohr
ΔE to the lowest compared entry with this formula, charge and spin = 47.21 kcal/mol
Spin multiplicity = 2
Gap between HOMO and LUMO (spin up / spin down) = 2.5 / 6.6 eV

```
12
C2H8NS | the OMol25 dataset | ωB97M-V with the def2-TZVPD basis set
S 0.69 -1.66 1.64
H 0.78 -2.72 0.81
C -0.17 0.74 0.20
N -0.95 0.82 -1.11
C -0.44 1.77 -2.19
H 0.78 0.18 0.06
H -0.78 0.40 1.05
H -0.22 1.85 0.29
H -0.67 -0.03 -1.60
H 0.42 1.22 -2.72
H -1.29 2.25 -2.70
H 0.20 2.67 -1.74
```

Here are the Mulliken charges for atoms 1 to 5, given in e:
1 S -0.955
2 H -0.037
3 C -0.661
4 N 0.057
5 C -3.729

No. 5
8 unconnected molecules or ions with the total composition C32H64O12 at a distorted geometry, computed with ωB97M-V with the def2-TZVPD basis set.

Total charge = 0
SMILES = CCOC(=O)OC.CCOC(=O)OC.C1CCOC1.C1CCOC1.C1CCOC1.C1CCOC1.C1CCOC1.C1CCOC1
Maximum force = 0.0666 hartree/bohr
ΔE to the lowest compared entry with this formula, charge and spin = 26.78 kcal/mol
Gap between HOMO and LUMO = 9.7 eV

```
108
C32H64O12 | the OMol25 dataset | ωB97M-V with the def2-TZVPD basis set
C -3.90 4.89 -3.95
C -2.59 5.26 -3.22
O -1.74 4.11 -3.08
C -0.53 4.19 -2.44
O 0.01 5.08 -1.76
O -0.01 2.95 -2.48
C 1.33 2.66 -2.13
H -4.62 5.64 -4.27
H -4.59 4.25 -3.40
H -3.67 4.34 -4.86
H -2.83 5.46 -2.17
H -2.07 6.10 -3.68
H 1.99 3.31 -2.71
H 1.62 1.63 -2.30
H 1.47 3.00 -1.10
C 0.75 -3.87 -2.27
C 2.11 -3.98 -1.48
O 2.97 -4.27 -2.53
C 4.24 -4.28 -2.23
O 4.72 -3.93 -1.14
O 4.87 -4.81 -3.31
C 6.25 -4.98 -3.39
H 0.75 -2.93 -2.81
H -0.14 -3.80 -1.64
H 0.52 -4.68 -2.97
H 2.00 -4.74 -0.70
H 2.37 -3.04 -1.01
H 6.83 -4.12 -3.71
H 6.45 -5.73 -4.16
H 6.60 -5.48 -2.48
C -2.44 4.83 1.82
C -3.18 4.19 0.69
C -4.62 4.70 0.84
O -4.78 4.56 2.21
C -3.55 5.03 2.91
H -1.91 5.75 1.57
H -1.70 4.14 2.23
H -3.20 3.12 0.89
H -2.91 4.45 -0.34
H -5.38 4.13 0.30
H -4.82 5.71 0.49
H -3.36 4.41 3.79
H -3.55 6.08 3.19
C 2.35 -5.85 3.30
C 1.01 -6.50 3.00
C 0.34 -5.41 2.06
O 1.32 -4.45 1.83
C 2.58 -4.99 2.07
H 3.18 -6.55 3.40
H 2.31 -5.26 4.22
H 0.38 -6.54 3.89
H 1.10 -7.52 2.63
H -0.66 -5.02 2.25
H 0.16 -5.91 1.10
H 3.24 -4.12 2.19
H 2.89 -5.53 1.17
C -0.26 0.50 0.27
C -0.47 -0.92 0.92
C 0.92 -1.33 1.26
O 1.76 -0.24 0.96
C 1.09 1.01 0.90
H -1.11 1.16 0.40
H -0.21 0.36 -0.81
H -0.98 -1.64 0.28
H -1.00 -0.75 1.86
H 1.31 -2.18 0.71
H 0.86 -1.62 2.31
H 1.70 1.71 0.33
H 1.06 1.56 1.84
C 4.19 1.32 -1.79
C 3.93 -0.10 -1.37
C 4.95 -0.37 -0.24
O 6.03 0.58 -0.46
C 5.65 1.37 -1.52
H 3.69 1.97 -1.06
H 3.84 1.63 -2.77
H 4.04 -0.73 -2.25
H 2.90 -0.31 -1.08
H 5.21 -1.43 -0.20
H 4.51 -0.22 0.75
H 6.18 1.05 -2.42
H 5.96 2.39 -1.29
C -2.75 0.07 4.49
C -1.45 -0.58 4.74
C -0.41 0.52 4.77
O -0.84 1.28 3.62
C -2.28 1.29 3.73
H -3.36 0.29 5.36
H -3.41 -0.54 3.88
H -1.13 -1.26 3.94
H -1.34 -1.09 5.70
H 0.57 0.12 4.52
H -0.30 1.14 5.65
H -2.74 1.33 2.74
H -2.63 2.17 4.26
C -2.83 0.69 -2.36
C -4.24 0.97 -2.89
C -5.11 0.48 -1.82
O -4.44 -0.72 -1.41
C -3.05 -0.64 -1.56
H -2.52 1.52 -1.72
H -2.09 0.63 -3.16
H -4.42 0.20 -3.63
H -4.38 2.01 -3.20
H -6.17 0.55 -2.08
H -5.10 1.13 -0.95
H -2.65 -1.61 -1.86
H -2.56 -0.46 -0.61
```

Here are the Mulliken charges for atoms 1 to 5, given in e:
1 C -1.164
2 C -0.107
3 O -0.158
4 C 0.673
5 O -0.630

No. 6
A molecular structure, C45H53N2OOsP2Si2, computed with ωB97M-V with the def2-TZVPD basis set.

Total charge = +3
Maximum force = 0.0078 hartree/bohr
Spin multiplicity = 5
Gap between HOMO and LUMO (spin up / spin down) = 8.1 / 5.7 eV

```
106
C45H53N2OOsP2Si2 | the OMol25 dataset | ωB97M-V with the def2-TZVPD basis set
Os 0.01 -0.72 -0.07
C -1.92 -2.77 3.40
N -1.30 -2.03 2.29
P 0.04 -1.01 2.39
C 1.38 -1.83 3.26
C 2.58 -2.14 2.64
C 3.59 -2.77 3.36
C 3.40 -3.08 4.69
C 2.21 -2.75 5.33
C 1.20 -2.12 4.62
C -0.37 0.42 3.39
C 0.66 1.21 3.90
C 0.36 2.38 4.58
C -0.97 2.76 4.76
C -1.99 1.96 4.27
C -1.70 0.79 3.58
P -1.96 -1.87 0.75
C -3.59 -1.11 0.89
C -4.66 -1.91 1.30
C -5.90 -1.33 1.56
C -6.07 0.03 1.40
C -5.01 0.83 0.99
C -3.78 0.27 0.74
C -2.21 -3.52 0.10
C -1.34 -4.54 0.51
C -1.49 -5.82 -0.01
C -2.48 -6.08 -0.94
C -3.33 -5.07 -1.36
C -3.20 -3.80 -0.84
H -2.19 -2.09 4.21
H -1.25 -3.54 3.77
H -2.83 -3.26 3.05
H 2.74 -1.88 1.61
H 4.53 -3.01 2.87
H 4.19 -3.57 5.25
H 2.07 -2.98 6.37
H 0.30 -1.83 5.14
H 1.70 0.91 3.79
H 1.16 2.99 4.98
H -1.20 3.66 5.30
H -3.02 2.24 4.44
H -2.51 0.18 3.21
H -4.55 -2.98 1.41
H -6.72 -1.96 1.87
H -7.04 0.48 1.59
H -5.16 1.90 0.86
H -2.96 0.90 0.43
H -0.57 -4.35 1.25
H -0.84 -6.62 0.34
H -2.59 -7.08 -1.34
H -4.11 -5.28 -2.09
H -3.88 -3.02 -1.17
C -0.95 -2.50 -3.24
Si -1.61 -0.76 -3.22
C -3.38 -0.66 -2.63
C -1.54 -0.03 -4.93
C -0.56 0.23 -1.84
C -1.04 1.46 -1.19
C -1.82 2.51 -1.66
C -2.05 3.59 -0.82
C -1.49 3.61 0.45
C -0.74 2.52 0.88
N -0.55 1.48 0.08
Si 1.09 1.01 -2.90
C 0.58 2.31 -4.13
C 1.90 -0.44 -3.75
C 2.07 1.92 -1.59
H -1.59 -3.08 -3.92
H -0.99 -3.00 -2.27
H 0.06 -2.57 -3.63
H -3.97 -1.35 -3.23
H -3.81 0.34 -2.79
H -3.53 -0.91 -1.59
H -2.31 -0.56 -5.50
H -0.60 -0.20 -5.44
H -1.80 1.03 -4.98
H -2.23 2.49 -2.66
H -2.64 4.43 -1.16
H -1.64 4.45 1.11
H -0.31 2.48 1.87
H 0.26 1.91 -5.09
H 1.49 2.89 -4.31
H -0.16 3.02 -3.77
H 1.51 -0.53 -4.76
H 1.76 -1.40 -3.26
H 2.97 -0.25 -3.84
H 1.64 2.91 -1.45
H 3.08 2.07 -1.99
H 2.17 1.45 -0.62
C 4.35 -0.80 -0.73
C 3.06 -1.56 -0.79
O 2.02 -0.90 -0.52
C 3.04 -2.96 -1.14
C 4.25 -3.62 -1.43
C 4.24 -4.95 -1.79
C 3.03 -5.63 -1.89
C 1.83 -4.99 -1.61
C 1.83 -3.66 -1.24
H 4.16 0.23 -0.44
H 4.85 -0.83 -1.70
H 5.03 -1.25 -0.01
H 5.19 -3.10 -1.36
H 5.17 -5.46 -2.01
H 3.03 -6.67 -2.19
H 0.89 -5.52 -1.70
H 0.88 -3.16 -1.03
```

Here are the Mulliken charges for atoms 1 to 5, given in e:
1 Os 1.163
2 C -0.885
3 N 0.447
4 P 0.827
5 C 0.524

No. 7
C5H7NO in the gas phase at a distorted geometry, computed with ωB97M-V with the def2-TZVPD basis set.

Total charge = 0
SMILES = [H]/N=C1/C=C(C)CO1
Maximum force = 0.0359 hartree/bohr
ΔE to the lowest compared entry with this formula, charge and spin = 33.77 kcal/mol
Gap between HOMO and LUMO = 10.1 eV

```
14
C5H7NO | the OMol25 dataset | ωB97M-V with the def2-TZVPD basis set
H 3.74 -0.44 0.40
N 2.91 -0.87 -0.01
C 1.79 -0.28 0.12
C 0.56 -0.90 -0.44
C -0.52 -0.15 -0.18
C -2.02 -0.12 -0.40
C -0.13 1.05 0.57
O 1.40 0.91 0.74
H 0.68 -1.85 -0.96
H -2.60 0.35 0.42
H -2.29 0.46 -1.30
H -2.35 -1.14 -0.47
H -0.70 1.05 1.53
H -0.50 1.94 -0.01
```

Here are the Mulliken charges for atoms 1 to 5, given in e:
1 H 0.257
2 N -0.648
3 C 0.474
4 C -0.604
5 C 0.785